C2H4N2O | wB97M-V/def2-TZVPD

Positions of all 9 atoms, in Å:
C  1.08  -1.09  0.70
C  0.77  1.06  -0.35
N  0.85  -0.13  -0.14
N  -1.90  0.68  -0.29
O  0.85  2.13  -0.78
H  1.24  -0.89  1.74
H  1.10  -2.09  0.31
H  -2.05  0.58  -1.29
H  -1.94  -0.25  0.11

Values from the calculation:
Largest force on an atom: 1.27 eV/Å
Multiplicity: 1
LUMO level (alpha / beta): -0.06743 / -0.10445 hartree
Energy above the lowest of the compared OMol25 structures with the same formula, charge and spin: 134.78 kcal per mole

C34H27Br2N7NiO3 | wB97M-V/def2-TZVPD

Positions of all 74 atoms, in Å:
Ni  0.77  1.44  0.20
C  1.18  3.41  -5.00
C  0.43  2.26  -4.76
C  -0.03  1.98  -3.48
C  0.26  2.84  -2.42
C  1.00  4.00  -2.67
C  1.45  4.28  -3.95
N  -0.16  2.55  -1.10
C  -1.04  3.32  -0.49
C  -1.95  4.23  -1.13
C  -2.83  4.94  -0.37
C  -2.89  4.84  1.05
C  -2.02  4.02  1.70
C  -1.10  3.26  0.94
N  -0.12  2.48  1.44
N  0.19  2.43  2.68
C  1.31  1.61  2.84
C  1.86  1.40  4.10
C  2.98  0.59  4.20
C  3.53  0.03  3.06
C  2.92  0.28  1.84
N  1.84  1.05  1.74
H  1.54  3.62  -5.99
H  0.21  1.58  -5.56
H  -0.63  1.10  -3.29
H  1.23  4.66  -1.84
H  2.03  5.17  -4.13
H  -1.93  4.32  -2.20
H  -3.53  5.61  -0.87
H  -3.61  5.43  1.60
H  -2.01  3.93  2.78
H  1.40  1.86  4.96
H  3.43  0.41  5.17
H  4.41  -0.59  3.10
H  3.29  -0.12  0.90
C  -2.83  -0.29  -0.39
C  -1.76  -0.92  -1.24
C  -2.10  -1.95  -2.15
C  -1.13  -2.49  -2.95
C  0.20  -2.00  -2.87
C  1.27  -2.43  -3.69
Br  1.00  -3.79  -4.98
C  2.50  -1.86  -3.57
C  2.73  -0.85  -2.63
Br  4.46  -0.09  -2.52
C  1.74  -0.37  -1.79
O  1.98  0.56  -0.92
C  0.44  -0.98  -1.92
N  -0.54  -0.48  -1.13
H  -3.69  0.00  -1.00
H  -2.43  0.60  0.10
H  -3.18  -0.98  0.37
H  -3.12  -2.30  -2.21
H  -1.36  -3.27  -3.65
H  3.32  -2.19  -4.20
O  1.58  -6.62  2.42
C  0.18  -6.55  2.37
N  -0.35  -5.26  2.75
C  -0.25  -4.23  1.86
O  0.21  -4.38  0.75
C  -0.75  -2.90  2.33
C  -1.70  -2.73  3.34
C  -2.10  -1.45  3.67
C  -1.55  -0.38  2.97
N  -0.66  -0.53  2.00
C  -0.27  -1.76  1.69
H  1.92  -6.11  1.67
H  -0.21  -7.30  3.05
H  -0.18  -6.76  1.36
H  -0.42  -5.05  3.73
H  -2.13  -3.59  3.84
H  -2.84  -1.28  4.44
H  -1.85  0.64  3.20
H  0.45  -1.87  0.89

Values from the calculation:
Largest force on an atom: 0.82 eV/Å
Multiplicity: 1
LUMO level (alpha / beta): -0.04756 / -0.04774 hartree
Energy above the lowest of the compared OMol25 structures with the same formula, charge and spin: 0.00 kcal per mole

C2H3I | wB97M-V/def2-TZVPD

Positions of all 6 atoms, in Å:
C  0.62  0.65  0.04
C  -0.34  -0.28  0.00
I  -2.51  -0.14  0.02
H  1.59  0.25  0.00
H  0.24  1.71  -0.12
H  0.40  -2.20  0.06

Values from the calculation:
Largest force on an atom: 3.61 eV/Å
Multiplicity: 1
LUMO level (alpha / beta): -0.03166 / -0.04008 hartree
Energy above the lowest of the compared OMol25 structures with the same formula, charge and spin: 99.92 kcal per mole

C2H2FOTm | wB97M-V/def2-TZVPD

Positions of all 7 atoms, in Å:
H  0.34  0.38  1.53
C  -0.02  0.78  0.58
C  0.91  1.43  -0.22
O  1.67  1.67  -1.03
Tm  -1.23  -3.60  -0.93
F  -0.61  -1.73  -0.39
H  -1.06  1.07  0.46

Values from the calculation:
Largest force on an atom: 4.14 eV/Å
<S²>: 3.76
Multiplicity: 4
LUMO level (alpha / beta): -0.61024 / -0.69393 hartree
Net charge: +3

C6H10O | wB97M-V/def2-TZVPD

Positions of all 17 atoms, in Å:
C  0.91  -0.32  2.10
C  0.60  -0.49  0.63
C  0.54  0.80  -0.22
C  -0.68  0.23  -0.92
C  -0.81  0.39  -2.38
O  -1.70  1.04  -1.47
C  -0.85  -0.82  0.18
H  0.24  0.42  2.56
H  0.82  -1.26  2.66
H  1.94  0.05  2.23
H  1.30  -1.21  0.18
H  0.29  1.68  0.37
H  1.39  1.02  -0.87
H  -0.05  1.05  -2.80
H  -1.24  -0.26  -3.13
H  -1.11  -1.86  -0.06
H  -1.57  -0.45  0.92

Values from the calculation:
Largest force on an atom: 0.64 eV/Å
Multiplicity: 1
LUMO level: 0.03876 hartree
Energy above the lowest of the compared OMol25 structures with the same formula, charge and spin: 36.35 kcal per mole

C26H23F12MgN5O6PS4 | wB97M-V/def2-TZVPD

Positions of all 78 atoms, in Å:
Mg  1.11  -1.08  -2.82
F  4.25  3.49  -3.50
C  3.95  2.32  -2.94
F  3.18  2.54  -1.87
F  5.07  1.72  -2.56
S  3.08  1.25  -4.16
O  2.86  0.01  -3.43
O  3.90  1.25  -5.32
N  1.70  2.02  -4.40
S  0.46  1.32  -3.76
O  0.49  1.21  -2.31
O  0.16  0.03  -4.36
C  -0.88  2.51  -4.17
F  -1.95  2.17  -3.46
F  -1.16  2.47  -5.46
F  -0.50  3.74  -3.82
S  0.74  -1.87  1.50
C  -0.54  -0.84  1.17
N  -1.82  -1.07  1.22
C  -2.76  0.03  0.98
C  -2.21  1.00  -0.03
N  -0.85  1.42  0.34
C  -0.45  2.79  0.03
C  -1.03  3.75  1.04
C  -0.62  3.71  2.37
C  -1.18  4.57  3.30
C  -2.15  5.49  2.90
C  -2.56  5.53  1.58
C  -2.00  4.67  0.65
C  -0.03  0.53  0.82
S  1.61  0.65  1.12
C  -2.37  -2.37  1.61
C  -2.96  -2.31  2.99
C  -4.33  -2.40  3.16
C  -4.89  -2.31  4.43
C  -4.07  -2.14  5.54
C  -2.69  -2.06  5.37
C  -2.14  -2.14  4.11
H  -2.98  0.52  1.93
H  -3.68  -0.41  0.60
H  -2.83  1.90  -0.06
H  -2.17  0.56  -1.03
H  -0.82  3.01  -0.97
H  0.64  2.82  -0.01
H  0.15  3.00  2.68
H  -0.85  4.54  4.33
H  -2.58  6.16  3.63
H  -3.31  6.25  1.27
H  -2.31  4.71  -0.39
H  -1.56  -3.10  1.52
H  -3.12  -2.63  0.87
H  -4.97  -2.54  2.30
H  -5.96  -2.39  4.56
H  -4.50  -2.08  6.53
H  -2.05  -1.93  6.23
H  -1.06  -2.09  3.98
O  1.90  -2.81  -3.44
N  2.95  -3.11  -2.78
N  3.06  -2.52  -1.66
O  2.16  -1.67  -1.20
C  4.24  -2.75  -0.89
C  5.06  -3.84  -1.14
C  6.20  -4.01  -0.37
C  6.51  -3.11  0.64
C  5.68  -2.03  0.89
C  4.54  -1.84  0.12
H  4.81  -4.53  -1.93
H  6.85  -4.86  -0.56
H  7.40  -3.26  1.24
H  5.92  -1.33  1.67
H  3.87  -1.01  0.29
F  -0.68  -1.25  -1.81
P  -2.00  -2.22  -2.42
F  -2.51  -0.90  -3.17
F  -2.86  -1.75  -1.12
F  -1.40  -3.42  -1.55
F  -3.18  -3.10  -2.97
F  -1.03  -2.57  -3.64

Values from the calculation:
Largest force on an atom: 0.81 eV/Å
<S²>: 0.76
Multiplicity: 2
LUMO level (alpha / beta): -0.06269 / -0.09300 hartree
Energy above the lowest of the compared OMol25 structures with the same formula, charge and spin: 19.04 kcal per mole

C24H43ClN4OPd | wB97M-V/def2-TZVPD

Positions of all 74 atoms, in Å:
Pd  -0.14  -1.22  1.53
Cl  -0.02  1.11  1.09
C  -1.04  -4.25  4.26
C  -0.73  -2.85  2.53
N  -0.89  -2.94  3.87
H  -1.16  -6.06  3.03
N  -0.91  -4.12  2.09
H  -1.17  -4.54  5.30
C  -0.88  -1.80  4.80
C  -1.31  -2.26  6.18
C  0.52  -1.23  4.85
H  -0.61  -2.98  6.62
H  -1.33  -1.39  6.84
H  -2.32  -2.70  6.17
H  -1.89  0.08  4.97
H  -2.88  -1.23  4.23
H  0.80  -0.78  3.88
C  -1.88  -0.78  4.28
H  1.24  -2.02  5.12
H  0.55  -0.45  5.61
H  -1.60  -0.40  3.28
C  -1.04  -4.99  3.15
C  0.56  -5.10  0.44
H  0.83  -5.90  1.13
H  0.60  -5.49  -0.59
C  -0.86  -4.61  0.71
H  -1.38  -3.88  -1.22
C  -1.83  -5.77  0.56
H  -2.85  -5.49  0.87
H  1.28  -4.28  0.52
H  -0.53  -2.68  -0.24
H  -1.52  -6.66  1.11
H  -1.86  -6.05  -0.51
C  -1.29  -3.48  -0.20
H  -2.25  -3.07  0.13
C  1.13  5.31  -3.63
N  0.87  4.51  -2.54
H  0.94  4.82  -5.77
N  0.50  3.32  -4.27
H  1.42  6.35  -3.55
C  0.85  4.98  -1.15
C  1.40  6.40  -1.09
C  -0.60  4.96  -0.67
H  0.75  7.10  -1.64
H  1.41  6.72  -0.05
H  2.42  6.46  -1.48
H  1.77  4.29  0.67
H  2.72  3.99  -0.81
H  -1.02  3.96  -0.76
C  1.71  4.00  -0.38
H  -1.19  5.67  -1.25
H  -0.62  5.27  0.38
H  1.28  3.00  -0.45
C  0.89  4.56  -4.73
C  -1.50  2.08  -4.89
H  -2.03  2.97  -5.24
H  -1.85  1.22  -5.47
C  0.00  2.24  -5.13
H  0.43  0.14  -5.29
C  0.23  2.61  -6.59
H  1.29  2.79  -6.81
H  -1.71  1.92  -3.83
H  0.65  0.83  -3.65
H  -0.36  3.49  -6.88
H  -0.10  1.77  -7.21
C  0.78  1.01  -4.72
H  1.84  1.17  -4.93
C  0.54  3.25  -2.91
C  2.64  -2.26  2.14
C  1.73  -1.78  1.04
O  2.00  -1.76  -0.14
H  2.75  -1.45  2.88
H  2.22  -3.13  2.67
H  3.62  -2.52  1.72

Values from the calculation:
Largest force on an atom: 1.89 eV/Å
<S²>: 6.01
Multiplicity: 5
LUMO level (alpha / beta): 0.14561 / 0.08855 hartree
Net charge: -2

C6H16N2 | wB97M-V/def2-TZVPD

Positions of all 24 atoms, in Å:
C  0.37  1.02  -2.51
C  0.23  -0.48  -2.05
C  0.96  -0.66  -0.75
C  0.35  0.19  0.42
C  1.16  1.44  0.99
N  0.08  -0.70  1.50
C  -1.21  -0.63  2.22
N  -2.22  -1.40  1.39
H  0.72  0.93  -3.47
H  -0.76  1.47  -2.36
H  1.04  1.62  -1.95
H  -0.89  -0.57  -1.85
H  0.53  -1.28  -2.65
H  2.10  -0.34  -0.89
H  1.06  -1.78  -0.55
H  -0.50  0.61  -0.08
H  0.85  2.06  0.23
H  0.47  1.85  1.90
H  2.21  1.38  1.10
H  0.83  -1.10  2.01
H  -1.57  0.36  2.45
H  -0.85  -1.14  3.08
H  -3.12  -0.99  1.23
H  -1.83  -1.88  0.61

Values from the calculation:
Largest force on an atom: 4.72 eV/Å
Multiplicity: 1
LUMO level: 0.04087 hartree
Energy above the lowest of the compared OMol25 structures with the same formula, charge and spin: 73.41 kcal per mole